Record 1
A 2-piece molecular cluster, C3H7O overall in a non-equilibrium geometry, computed with ωB97M-V/def2-TZVPD.

lowest unoccupied orbital energy = 4.74 eV
E = -193.681247 Eh
net charge = -1
gap between HOMO and LUMO = 5.76 eV
relative energy (zero: lowest compared OMol25 entry of this formula, charge and spin) = 1.354 eV
M = 59.09 g/mol

```
11
Properties=species:S:1:pos:R:3:nbo_charge:R:1
O 2.04 -1.22 1.06 -0.97
H 1.09 -1.04 1.03 0.49
C -0.42 -0.50 -1.23 -0.77
H -1.37 2.02 1.01 0.17
H 0.04 1.43 -0.99 0.16
C -0.45 0.63 -0.42 -0.22
H 0.09 -0.61 -2.19 0.16
C -1.14 1.00 0.72 -0.79
H 2.33 -0.41 0.61 0.47
H -0.65 -1.52 -0.94 0.15
H -1.56 0.21 1.34 0.15
```

=====

Record 2
A 2-piece molecular cluster, C3H6N2OS overall in a non-equilibrium geometry, computed with ωB97M-V/def2-TZVPD.

lowest unoccupied orbital energy = -0.05 eV
E = -700.735185 Eh
net charge = 0
gap between HOMO and LUMO = 9.32 eV
relative energy (zero: lowest compared OMol25 entry of this formula, charge and spin) = 4.191 eV
M = 118.16 g/mol

```
13
Properties=species:S:1:pos:R:3:nbo_charge:R:1
N -2.35 1.19 -0.86 -1.01
H 1.48 0.29 -1.51 0.21
H 1.80 0.98 1.60 0.21
H 2.79 1.44 -0.70 0.22
H -0.91 -1.77 1.00 0.21
C 0.05 -1.32 0.68 -0.03
H 0.98 -1.94 0.38 0.15
S -2.31 0.25 0.31 1.51
O -2.56 -1.15 -0.03 -0.92
C 1.46 0.50 0.62 -0.05
N 0.24 -0.16 0.93 -0.45
H -2.54 0.89 -1.81 0.39
C 1.88 0.79 -0.60 -0.44
```

=====

Record 3
C4HLiMgO4 as an isolated structure in a non-equilibrium geometry, computed with ωB97M-V/def2-TZVPD.

lowest unoccupied orbital energy (alpha / beta) = -3.71 / -4.45 eV
E = -661.371615 Eh
net charge = +1
multiplicity = 2
gap between HOMO and LUMO (alpha / beta) = 7.10 / 9.97 eV
⟨S²⟩ = 0.75
relative energy (zero: lowest compared OMol25 entry of this formula, charge and spin) = 0.000 eV
M = 144.29 g/mol

```
11
Properties=species:S:1:pos:R:3:nbo_charge:R:1
Mg -1.47 -0.49 3.15 0.96
O -0.56 0.26 1.16 -0.91
O 0.51 -1.04 2.57 -0.74
C -2.16 -1.00 -2.48 0.64
O -1.80 -0.19 -1.78 -0.63
C 0.42 -0.44 1.50 0.97
O 1.56 -0.38 0.73 -0.46
C 1.45 0.68 -1.51 -0.34
Li -0.89 1.19 -0.46 0.95
H 1.44 1.03 -2.53 0.28
C 1.51 0.39 -0.34 0.27
```

=====

Record 4
A single C5H11IN2S molecule in a non-equilibrium geometry, computed with ωB97M-V/def2-TZVPD.

lowest unoccupied orbital energy = -0.42 eV
E = -1002.407479 Eh
net charge = 0
gap between HOMO and LUMO = 8.20 eV
relative energy (zero: lowest compared OMol25 entry of this formula, charge and spin) = 0.000 eV
M = 258.13 g/mol

```
20
Properties=species:S:1:pos:R:3:nbo_charge:R:1
C 1.31 1.45 -0.02 -0.18
C 1.24 0.14 -0.06 -0.20
C -1.32 -0.10 0.14 -0.58
C 2.60 2.27 -0.03 -0.64
H 2.43 3.28 0.06 0.21
H 0.30 -1.44 1.00 0.22
H 3.04 2.13 -0.96 0.22
S -2.72 -1.20 -0.14 0.98
H -1.48 0.37 1.03 0.24
H -0.03 -1.54 -1.82 0.37
C 0.07 -0.80 0.13 -0.08
H 0.71 -2.63 -0.70 0.39
H -3.47 -2.81 1.09 0.37
H 2.19 -0.48 -0.20 0.20
N -2.73 -2.06 1.14 -1.04
H 0.44 2.08 0.05 0.19
H 3.09 1.89 0.85 0.22
H -1.37 0.65 -0.59 0.23
N 0.18 -1.82 -0.94 -0.87
I -4.48 0.62 -0.02 -0.25
```

=====

Record 5
CH2F4P2S as an isolated structure in a non-equilibrium geometry, computed with ωB97M-V/def2-TZVPD.

lowest unoccupied orbital energy = -0.47 eV
E = -1519.770753 Eh
net charge = 0
gap between HOMO and LUMO = 9.49 eV
relative energy (zero: lowest compared OMol25 entry of this formula, charge and spin) = 0.000 eV
M = 184.03 g/mol

```
10
Properties=species:S:1:pos:R:3:nbo_charge:R:1
F -2.86 -0.83 -0.20 -0.59
F 2.05 1.58 -0.19 -0.56
H -1.02 0.83 0.60 0.27
S 2.14 -1.32 -0.77 -0.51
P -1.42 -1.43 -0.70 1.54
F -0.94 -1.84 0.75 -0.58
F 1.63 0.58 1.67 -0.57
P 1.32 0.25 0.05 1.85
H -0.51 1.55 -0.95 0.28
C -0.39 0.62 -0.28 -1.14
```

=====

Record 6
A 2-piece molecular cluster, CH3BrOS overall in a non-equilibrium geometry, computed with ωB97M-V/def2-TZVPD.

lowest unoccupied orbital energy (alpha / beta) = -1.88 / -1.00 eV
E = -3087.212237 Eh
net charge = 0
gap between HOMO and LUMO (alpha / beta) = 6.48 / 8.61 eV
relative energy (zero: lowest compared OMol25 entry of this formula, charge and spin) = 2.744 eV
M = 143.01 g/mol

```
7
Properties=species:S:1:pos:R:3:nbo_charge:R:1
O -0.83 -0.84 0.82 -0.73
C 1.39 0.07 -0.13 -0.49
H 1.72 -0.18 0.84 0.17
Br -2.32 1.43 -0.46 -0.20
S -2.24 -0.72 0.36 0.91
H 1.83 -0.45 -0.97 0.15
H 0.45 0.70 -0.47 0.18
```

=====

Record 7
A single C22H31NO2 molecule, computed with ωB97M-V/def2-TZVPD.

structure (SMILES) = CCOC(=O)C1(Cc2ccccc2)CCN(C[C@@H]2CC=CCC2)CC1
lowest unoccupied orbital energy = 0.88 eV
E = -1062.160291 Eh
net charge = 0
gap between HOMO and LUMO = 9.45 eV
relative energy (zero: lowest compared OMol25 entry of this formula, charge and spin) = 0.000 eV
M = 341.50 g/mol

```
56
Properties=species:S:1:pos:R:3:nbo_charge:R:1
C -4.69 -0.96 -0.53 -0.39
H -6.44 -1.20 -1.78 0.21
C 4.03 -2.37 1.60 -0.63
H -2.74 0.01 2.01 0.20
H 7.02 0.73 0.94 0.21
H -5.16 -0.05 2.09 0.20
C -5.84 -0.39 -1.35 -0.44
O 2.34 -1.20 0.39 -0.53
C -5.03 0.69 1.29 -0.42
C -4.02 0.15 0.27 -0.24
C -0.37 0.18 1.22 -0.22
N -1.54 0.30 0.36 -0.45
H -5.45 0.19 -2.19 0.21
H 3.55 -2.61 -0.51 0.20
H 4.73 -1.56 1.43 0.22
H -0.43 1.57 -1.75 0.21
H 6.40 -0.60 -1.04 0.21
C 3.95 2.01 0.35 -0.16
H -2.66 -1.41 0.95 0.16
H -4.65 1.60 1.75 0.21
C -6.36 0.96 0.66 -0.19
H -7.69 0.73 -0.94 0.20
H 3.27 2.76 0.74 0.20
C 3.04 -2.44 0.45 -0.07
H -0.07 -0.88 1.34 0.16
C 4.48 0.32 -1.26 -0.22
H 0.49 2.03 0.60 0.21
O 1.72 -1.64 -1.71 -0.62
H 1.90 2.46 -1.32 0.22
H 2.31 -3.25 0.60 0.18
C 5.71 0.13 -0.65 -0.21
H 3.51 -2.20 2.53 0.21
H -2.13 -0.18 -1.57 0.20
C -1.24 -0.25 -0.95 -0.23
C 6.06 0.88 0.47 -0.23
H 4.58 -3.31 1.67 0.21
C 0.79 0.99 0.65 -0.40
C 1.74 -0.90 -0.76 0.83
H 0.10 0.09 -2.59 0.23
C 5.18 1.82 0.96 -0.22
H 4.22 -0.26 -2.13 0.22
C -6.72 0.49 -0.52 -0.19
H 1.65 0.90 1.32 0.23
C 2.23 1.42 -1.40 -0.40
C 3.58 1.26 -0.76 -0.03
H -3.76 0.97 -0.41 0.21
H 2.30 1.16 -2.46 0.22
C -2.72 -0.30 0.96 -0.19
C 1.15 0.51 -0.76 -0.14
H -3.97 -1.45 -1.19 0.21
H -0.95 -1.32 -0.88 0.17
H -0.63 0.57 2.21 0.20
H 5.44 2.42 1.82 0.21
H -5.08 -1.71 0.16 0.20
C -0.11 0.53 -1.62 -0.39
H -7.03 1.58 1.23 0.20
```

=====

Record 8
C41H34BrGeN3O3SW as an isolated structure, computed with ωB97M-V/def2-TZVPD.

lowest unoccupied orbital energy = -6.19 eV
E = -7088.430839 Eh
net charge = +2
gap between HOMO and LUMO = 7.60 eV
relative energy (zero: lowest compared OMol25 entry of this formula, charge and spin) = 1.620 eV
M = 985.16 g/mol

```
85
Properties=species:S:1:pos:R:3:lowdin_charge:R:1
C -3.61 1.51 2.71 -0.10
C 0.70 1.07 -5.18 -0.02
C 1.78 1.85 -3.02 -0.15
C 1.30 -2.83 2.80 -0.68
H -0.60 -5.76 -4.24 0.12
H 0.02 2.77 -3.99 0.14
H 1.26 -0.82 -5.97 0.13
H -2.30 -1.27 1.28 0.06
C -2.89 -2.75 -3.42 -0.07
C -0.59 0.90 -3.10 0.00
H -3.53 -1.92 -3.16 0.12
C 1.54 -3.18 4.10 -0.03
N 1.76 0.13 -1.50 -0.03
O 0.20 -2.05 -1.20 -0.68
C 1.00 -0.21 -5.11 -0.01
H -6.30 -0.54 2.61 0.11
C 0.35 1.05 5.93 -0.07
H 1.03 -1.93 -3.79 0.13
C -4.92 1.07 2.88 -0.06
H -2.60 2.28 -0.28 0.10
H -1.45 0.74 4.81 0.10
W 1.29 -1.11 0.21 1.50
C -3.03 -0.61 1.73 -0.12
C -1.59 -2.83 -2.93 -0.39
C 2.53 -2.46 4.77 0.02
C -1.79 3.01 -0.22 -0.12
C 0.41 1.76 -3.86 -0.15
H 0.70 1.64 -6.09 0.13
C 2.92 -1.19 2.80 -0.16
H 2.75 -2.70 5.80 0.13
C 0.17 1.41 3.56 -0.28
H 2.27 1.47 6.81 0.11
H 4.02 -0.90 4.60 0.14
H 0.93 3.81 1.64 0.09
H -2.53 4.16 -1.87 0.11
C -2.66 0.67 2.13 -0.31
H -4.35 -3.73 -4.64 0.12
H 0.24 -3.96 -2.78 0.11
H 0.99 -3.98 4.58 0.13
C -0.82 2.89 0.77 -0.30
C 1.68 1.44 5.89 -0.07
C 0.14 -0.03 0.90 -0.32
C 2.27 1.82 4.69 -0.08
O 3.02 -0.20 0.69 -0.20
C 3.26 -1.46 -2.69 0.02
C -2.52 -4.84 -4.54 -0.03
H 2.18 2.86 -3.09 0.16
Br 0.05 -3.63 1.63 0.92
C -1.23 -4.91 -4.02 -0.04
C 0.18 3.86 0.85 -0.10
C 0.99 -0.84 -3.72 -0.16
H -0.73 5.84 -1.73 0.11
H -0.10 0.77 6.88 0.11
N 2.75 0.86 -3.47 0.08
H -2.88 -5.64 -5.17 0.12
O 4.46 0.54 2.27 0.16
C -0.29 -0.39 -3.06 -0.36
C -4.34 -1.05 1.90 -0.07
C -0.40 1.03 4.77 -0.09
H 2.77 -2.28 -2.15 0.08
H -3.34 2.51 3.02 0.11
C 3.24 -1.46 4.12 0.05
H -4.63 -2.04 1.59 0.11
H 3.60 -1.86 -3.65 0.11
H 3.30 2.13 4.66 0.12
C 3.58 -0.18 1.91 -0.53
H 1.98 2.09 2.59 0.10
C 0.22 4.91 -0.05 -0.07
C 1.51 1.79 3.53 -0.13
H 4.12 -1.12 -2.13 0.10
H 0.99 5.67 0.03 0.11
C -0.75 5.01 -1.04 -0.07
C 2.25 -0.35 -2.88 -0.42
C -1.76 4.06 -1.12 -0.08
H -5.65 1.73 3.33 0.11
H -1.43 1.35 -2.58 0.12
C 1.51 1.37 -1.61 -0.01
N 1.95 -1.86 2.17 -0.09
C -5.28 -0.20 2.47 -0.06
Ge -0.86 1.33 1.92 0.94
C -3.34 -3.77 -4.24 -0.04
S -1.08 -1.47 -1.93 1.15
H 1.08 1.96 -0.80 0.12
H 3.67 1.08 -3.11 0.15
C -0.75 -3.90 -3.20 -0.07
```

=====

Question: Look up the relative energy (zero: lowest compared OMol25 entry of this formula, charge and spin) of the eighth one.
Answer: 1.620 eV

=====

Question: Which of these has the highest net charge?
Answer: C41H34BrGeN3O3SW

=====

Question: Among the records above, which one has the lowest M?
Answer: C3H7O